The following is a DFT calculation (the ωB97M-V functional and the def2-TZVPD basis) of a molecular structure, C37H34GaNP2.

Last column: Löwdin charge in e.
Atoms and positions in Å:
Ga 0.066539 0.153972 0.424489  0.66
P 0.528141 2.513769 0.452736  1.06
P 0.588512 -2.181941 0.719660  1.06
N 1.560505 0.132090 -0.732042  -0.09
C 2.619678 -2.549625 4.780322  -0.04
C -0.538440 -3.539994 0.409065  -0.36
C 3.130401 3.547203 4.046236  -0.04
C -1.302725 -3.509086 -0.759522  -0.11
C 3.387100 -2.339843 3.642969  -0.05
C 2.381503 -0.965419 -0.916531  -0.37
C 2.966742 2.221351 3.667258  -0.05
C 2.149480 1.910520 2.591476  -0.08
C 1.601774 2.581061 -1.010874  -0.20
C 0.612452 -2.524283 3.456025  -0.10
C -1.966000 0.682913 1.893491  -0.16
C -0.540160 -4.672953 1.219434  -0.06
C -0.852731 3.630097 0.288040  -0.38
C -1.515092 4.055328 1.444357  -0.10
C -3.594510 -0.145357 -1.472232  -0.01
C 2.490382 4.566329 3.348616  -0.04
C 1.233024 -2.635519 4.690463  -0.05
C 2.280005 1.258243 -1.093600  -0.37
C -3.467468 -1.339760 0.748190  -0.01
C 2.776327 -2.226984 2.400638  -0.07
C -2.102084 -5.722488 -0.281834  -0.04
C 1.503018 2.931505 1.890088  -0.35
C 1.820850 -2.308123 -0.610158  -0.22
C -3.099658 -0.258703 -0.052400  -0.25
C -2.077844 -4.601094 -1.106669  -0.05
C 1.675995 4.265285 2.266966  -0.07
C -1.348338 3.977412 -0.972435  -0.08
C 3.586972 -0.548057 -1.393422  0.00
C -2.337067 0.759655 0.536884  -0.14
C -1.335431 -5.760434 0.873116  -0.04
C -3.071236 -1.431688 2.074115  -0.03
C -3.139856 5.190483 0.080291  -0.04
C -2.308639 -0.424684 2.654062  -0.07
C 1.389490 -2.334461 2.307246  -0.37
C 3.519244 0.882463 -1.511275  0.00
C -2.489587 4.763010 -1.070233  -0.04
C -2.655792 4.836318 1.335820  -0.04
H -4.026760 5.807684 -0.001106  0.12
H -3.412312 -1.064474 -2.037409  0.09
H -1.469433 1.520480 2.366382  0.10
H -3.164117 5.175264 2.231548  0.12
H 2.627055 5.599246 3.647212  0.12
H -4.673919 0.022076 -1.477212  0.10
H -3.125628 0.686020 -1.998607  0.09
H -2.153945 1.671194 -0.019518  0.09
H 3.380673 -2.051399 1.514407  0.11
H 3.474221 1.431881 4.210747  0.12
H 3.761455 3.789928 4.893488  0.12
H 2.030528 0.876670 2.295509  0.08
H -1.342263 -6.643606 1.502359  0.12
H 2.307565 3.396323 -0.883694  0.12
H -2.712524 -6.575863 -0.551264  0.12
H -4.083706 -2.123537 0.323327  0.13
H -3.378116 -2.288651 2.665479  0.13
H 1.186914 5.063159 1.719666  0.12
H -2.662941 -4.586148 -2.020351  0.12
H 0.077882 -4.718178 2.108500  0.11
H 1.276146 -2.725084 -1.455483  0.10
H -1.132218 3.793504 2.425549  0.11
H 0.639198 -2.794285 5.582879  0.12
H -2.040961 -0.466589 3.703351  0.12
H -1.278262 -2.642108 -1.405637  0.10
H -0.854448 3.649284 -1.878348  0.10
H 1.001038 2.784436 -1.895687  0.09
H -0.466509 -2.604759 3.379883  0.10
H -2.865733 5.046257 -2.047502  0.12
H 4.437575 -1.173803 -1.634703  0.12
H 4.465310 -2.272648 3.718797  0.12
H 2.584334 -3.031687 -0.327538  0.12
H 4.311960 1.537805 -1.850451  0.12
H 3.104365 -2.652000 5.746002  0.12

Forces on atoms 1 to 3 (eV/Å):
Ga 0.04 0.02 -0.21
P 0.11 -0.03 0.25
P -0.32 0.07 0.03

Electronic energy ... -4092.1037 a.u.
Maximum force ... 0.0065 Eh/bohr
Energy relative to the best compared isomer or geometry (same formula, charge and spin) ... 0.00 kcal per mole
Net charge ... +2